Entry 1:
ORCA calculation (ωB97M-V/def2-TZVPD) on C2H2FIO3 as an isolated structure at a distorted geometry.

Values from the calculation:
Total charge: 0
Orbital gap (eV): 10.79
HOMO (Ha): -0.38239
DFT total energy (eV): -19065.86578
Energy above the lowest of the compared OMol25 structures with the same formula, charge and spin (kcal/mol): 24.0
LUMO (eV): 0.381

Element x y z (Å)
C 1.06642 0.96789 0.12408
C -0.68263 -0.34830 0.22274
O -0.13454 0.81411 -0.22555
O 1.72218 0.31719 0.86534
O -0.08821 -1.38991 -0.29976
F 1.54099 2.09415 -0.47117
I -2.61443 -0.28861 -0.14758
H -0.38823 -0.48073 1.15854
H -0.42155 -1.68579 -1.22663

Atoms 1-2, force components in eV/Å:
3.6979 1.5417 0.7897
0.1131 -0.4707 -1.2418

=====

Entry 2:
ORCA calculation (ωB97M-V/def2-TZVPD) on C6H10 in the gas phase.

Values from the calculation:
Total charge: 0
Orbital gap (eV): 10.37
HOMO (Ha): -0.34161
DFT total energy (eV): -6382.50891
Energy above the lowest of the compared OMol25 structures with the same formula, charge and spin (kcal/mol): 31.1
LUMO (eV): 1.070
Structure (SMILES): CC#CCCC

Element x y z (Å)
C 1.02904 -0.62467 1.45903
C 0.83603 -1.70643 0.40057
C -0.24516 -1.37833 -0.65536
C -0.44693 0.05580 -0.88660
C -0.70722 1.23172 -0.93661
C -1.11498 2.63573 -0.87961
H 1.48561 0.26774 1.01988
H 1.67578 -0.97983 2.26833
H 0.07263 -0.31610 1.89520
H 0.55178 -2.64905 0.88227
H 1.79223 -1.89759 -0.09880
H -0.01994 -1.89290 -1.59639
H -1.21097 -1.77723 -0.31683
H -0.49299 3.28882 -1.50017
H -2.15458 2.74632 -1.20829
H -1.05034 2.99599 0.15338

Atoms 1-2, force components in eV/Å:
-0.0134 0.0596 0.0674
0.0948 -0.1092 -0.0029

=====

Entry 3:
ORCA calculation (ωB97M-V/def2-TZVPD) on a 2-piece molecular cluster, C2H2ClO2P overall at a distorted geometry.

Values from the calculation:
Total charge: 0
Orbital gap (spin up / spin down) (eV): 5.82 / 5.81
HOMO (spin up / spin down) (Ha): -0.30118 / -0.30098
DFT total energy (eV): -28008.05770
Energy above the lowest of the compared OMol25 structures with the same formula, charge and spin (kcal/mol): 123.5
LUMO (spin up / spin down) (eV): -2.380 / -2.383

Element x y z (Å)
C 0.77527 0.16687 -0.14107
C -0.16459 -0.81989 -0.22965
O 0.81509 0.86932 0.96804
O -0.22234 0.45186 1.82458
P -1.06688 -0.81915 1.26018
Cl -1.40804 1.22113 -1.79238
H 1.59852 0.37525 -0.80518
H -0.32704 -1.44541 -1.08452

Atoms 1-2, force components in eV/Å:
-0.1248 0.2761 0.0290
-1.0964 -0.5883 1.5158

=====

Entry 4:
ORCA calculation (ωB97M-V/def2-TZVPD) on an isolated ion of composition C3H7NO2P and charge +1 at a distorted geometry.

Values from the calculation:
Total charge: +1
Spin multiplicity: 3
Orbital gap (spin up / spin down) (eV): 7.34 / 7.42
HOMO (spin up / spin down) (Ha): -0.37431 / -0.61010
DFT total energy (eV): -18084.75557
Energy above the lowest of the compared OMol25 structures with the same formula, charge and spin (kcal/mol): 14.6
LUMO (spin up / spin down) (eV): -2.843 / -9.179

Element x y z (Å)
C -1.22987 1.25298 -0.05115
C -1.30171 -1.24441 0.10970
C 2.23432 0.12984 -0.18208
N -0.97157 -0.01118 -0.75545
O -0.15082 1.17886 0.92976
O -0.06682 -1.35969 0.79534
P 0.52563 -0.04405 0.15071
H -1.12775 2.10223 -0.77539
H -2.14773 1.28953 0.49894
H -2.21139 -1.25891 0.68538
H -1.33874 -2.09719 -0.62123
H 2.45083 0.42095 -1.19545
H 2.70097 -0.88276 -0.21945
H 2.63464 0.52380 0.63038

Atoms 1-2, force components in eV/Å:
-1.8184 2.2349 -1.3605
-1.0157 -1.8508 -3.6155

=====

Entry 5:
ORCA calculation (ωB97M-V/def2-TZVPD) on C3H5NO2S in the gas phase at a distorted geometry.

Values from the calculation:
Total charge: 0
Orbital gap (eV): 9.64
HOMO (Ha): -0.33282
DFT total energy (eV): -19610.32880
Energy above the lowest of the compared OMol25 structures with the same formula, charge and spin (kcal/mol): 50.3
LUMO (eV): 0.583
Structure (SMILES): CO/C=N\SC=O

Element x y z (Å)
C -1.80326 -0.94316 1.43454
C 0.23719 -0.82104 0.23523
C 1.86085 1.86819 -1.91627
H -1.39770 -0.79357 2.54917
H -2.79262 -0.42967 1.30285
H -1.73264 -2.09091 1.06091
H 0.52915 -1.74501 0.64733
H 2.48736 0.96104 -2.11186
N 1.03626 -0.14604 -0.47025
O -0.88392 -0.26155 0.60874
O 2.01044 3.02399 -2.35350
S 0.44888 1.37774 -0.98690

Atoms 1-2, force components in eV/Å:
1.0770 -1.7675 1.2550
0.8210 1.6467 -0.2494

=====

Entry 6:
ORCA calculation (ωB97M-V/def2-TZVPD) on C46H48AsCdGeN4O2 as an isolated structure.

Values from the calculation:
Total charge: 0
Spin multiplicity: 2
Orbital gap (spin up / spin down) (eV): 5.87 / 5.87
HOMO (spin up / spin down) (Ha): -0.23820 / -0.23842
DFT total energy (eV): -180453.01434
Energy above the lowest of the compared OMol25 structures with the same formula, charge and spin (kcal/mol): 7.0
LUMO (spin up / spin down) (eV): -0.614 / -0.618

Element x y z (Å)
Cd 0.87319 -0.66887 0.44534
C 3.60947 3.80906 -2.22322
C 4.32972 2.70049 -2.64704
C 3.91356 1.41380 -2.34423
C 2.73842 1.19420 -1.61183
C 2.05751 2.32263 -1.14738
C 2.47019 3.60576 -1.45460
N 2.26172 -0.06124 -1.25628
C 2.55394 -1.15148 -1.98909
C 2.75926 -1.14525 -3.40428
C 2.94545 -2.30478 -4.09619
C 2.97311 -3.56954 -3.46133
C 2.80719 -3.62716 -2.10941
C 2.60673 -2.44309 -1.37017
N 2.51711 -2.40819 -0.00484
N 2.73820 -3.42921 0.69159
C 2.64088 -3.11383 2.07443
C 3.08385 -4.09193 2.96442
C 3.09601 -3.79782 4.31247
C 2.65925 -2.54382 4.72966
C 2.19327 -1.65810 3.77211
N 2.16803 -1.93206 2.46984
H 3.93887 4.80932 -2.47095
H 5.23952 2.83600 -3.21935
H 4.51428 0.57445 -2.66683
H 1.18638 2.17381 -0.52720
H 1.88929 4.44666 -1.09349
H 2.68631 -0.20450 -3.93104
H 3.04598 -2.25719 -5.17443
H 3.10806 -4.46812 -4.04691
H 2.81579 -4.56681 -1.57360
H 3.42402 -5.03796 2.56958
H 3.45306 -4.52539 5.02945
H 2.67609 -2.25609 5.77190
H 1.80599 -0.68625 4.05917
C 1.86837 2.51707 3.66622
C 2.19619 1.77144 2.39055
O 1.01153 1.23812 1.79460
H 2.77629 2.92537 4.11144
H 1.39803 1.85615 4.39825
H 1.18122 3.34038 3.46631
H 2.91311 0.96195 2.57290
H 2.63911 2.43659 1.64775
H 0.43383 0.81762 2.47637
C -0.84305 -3.24021 3.41263
As -1.32634 -1.49587 4.04485
C -0.89200 -1.48994 5.91806
C -3.23653 -1.34233 3.96994
O -0.58608 -0.27015 3.21874
H -1.28033 -3.98797 4.07378
H 0.24349 -3.32068 3.42697
H -1.20187 -3.36535 2.39227
H -1.49685 -2.23722 6.43031
H -1.09527 -0.50382 6.33248
H 0.16209 -1.72962 6.03875
H -3.69770 -2.04125 4.66651
H -3.56418 -1.55917 2.95670
H -3.50684 -0.31983 4.23073
C -1.34171 6.13559 -0.48691
C -0.71896 5.31190 0.43857
C -0.66950 3.93974 0.22867
C -1.24018 3.36945 -0.90623
C -1.88018 4.20918 -1.81979
C -1.92438 5.58121 -1.61775
Ge -1.27639 1.43162 -1.25088
C -0.57733 1.03509 -3.02532
C 0.05137 2.01461 -3.79349
C 0.49637 1.72985 -5.07742
C 0.31783 0.46200 -5.61217
C -0.28205 -0.52915 -4.84848
C -0.71313 -0.24712 -3.56112
C -3.17617 0.97988 -1.17896
C -3.93142 1.46004 -0.10714
C -5.27564 1.14678 0.01750
C -5.89210 0.34641 -0.93683
C -5.15668 -0.12940 -2.01127
C -3.80860 0.18215 -2.12852
H -1.37810 7.20549 -0.32645
H -0.26946 5.73866 1.32716
H -0.18176 3.30317 0.95795
H -2.34996 3.79014 -2.70330
H -2.41755 6.21742 -2.34191
H 0.20285 3.00924 -3.39062
H 0.98145 2.50276 -5.66033
H 0.65918 0.24408 -6.61639
H -0.40047 -1.52848 -5.24796
H -1.15863 -1.03852 -2.96715
H -3.46433 2.09234 0.64142
H -5.84660 1.53290 0.85317
H -6.94277 0.10163 -0.84499
H -5.63148 -0.74889 -2.76200
H -3.25222 -0.20493 -2.97380
C -3.27557 -3.32100 -0.48107
C -3.34254 -2.18919 0.31965
C -2.19315 -1.45375 0.58031
C -0.94425 -1.80708 0.05947
C -0.91272 -2.94169 -0.75819
C -2.05416 -3.69299 -1.02295
H -4.16887 -3.89356 -0.69647
H -4.30002 -1.85850 0.70895
H -2.27243 -0.55661 1.18417
H 0.02380 -3.26350 -1.20585
H -1.98728 -4.56779 -1.65865

Atoms 1-2, force components in eV/Å:
0.1271 0.0005 -0.0853
-0.0220 0.0160 0.0121

=====

Q: Look up the total charge of the sixth one.
A: 0